Entry 1:
This record from the OMol25 dataset describes a 2-piece molecular cluster, C4H11ClN2 overall in a non-equilibrium geometry. The level of theory is ωB97M-V/def2-TZVPD.

XYZ file:
```
18
Properties=species:S:1:pos:R:3:forces:R:3
C -2.69497 1.15655 0.37026 -1.942 0.937 -4.082
C 1.89796 -0.86449 -1.15759 -0.756 0.475 -1.843
C 1.62382 -0.59944 1.30549 2.049 -1.344 -1.779
C -1.98091 0.20596 -0.47788 0.737 -1.166 -2.302
N 0.61794 0.85836 -0.45083 -1.417 1.685 0.048
N 1.29885 -0.17969 -0.07432 -0.320 -1.237 1.207
Cl -1.67449 -1.47107 -0.00185 -0.334 1.036 -0.153
H -2.76340 1.00898 1.36927 -0.083 -0.788 3.009
H -2.26034 2.11739 0.16168 0.410 0.738 0.175
H -3.74602 1.30419 -0.09877 1.146 -0.350 1.069
H 1.91746 -1.92004 -1.13891 -0.850 -1.375 0.395
H 1.51885 -0.48938 -2.13831 -0.259 -0.436 1.021
H 2.90167 -0.65162 -1.22738 2.823 0.883 0.106
H 1.50664 -1.74171 1.40403 0.070 1.771 -0.096
H 2.73806 -0.34508 1.45631 -1.546 -0.381 0.203
H 1.00824 -0.08341 1.99150 -0.603 0.480 0.728
H -2.08235 0.33771 -1.62588 0.328 -0.417 2.279
H 0.17298 1.35681 0.33319 0.547 -0.512 0.015
```
Forces are in eV/Å.

Values from the calculation:
Total energy, eV: -19824.4205
Total charge: 0
Kohn-Sham gap (spin up / spin down), eV: 8.2 / 7.4
Highest occupied orbital energy (spin up / spin down), hartree: -0.2689 / -0.2417

Entry 2:
This record from the OMol25 dataset describes a 3-piece molecular cluster, C20H29F2IN2O3P overall. The level of theory is ωB97M-V/def2-TZVPD.

XYZ file:
```
58
Properties=species:S:1:pos:R:3:forces:R:3
N 1.27189 -3.11450 -0.08547 -0.174 -0.022 -0.199
C 0.42871 -3.10408 -1.27383 0.067 0.122 0.069
C -0.04036 -1.70836 -1.77545 0.112 -0.236 0.206
C -0.26501 -0.62120 -0.71537 -0.193 0.075 -0.144
C -1.66597 -0.44029 -0.09077 0.232 -0.024 -0.028
I -1.52226 1.43045 1.00754 0.004 -0.075 0.117
C -2.83787 -0.34686 -1.09443 -0.268 0.179 0.115
C -3.83423 -1.51340 -0.98001 0.291 -0.008 -0.041
C -3.09312 -2.83173 -0.80749 -0.128 -0.059 -0.428
P -4.20640 -4.29680 -0.97475 -0.443 -0.167 -0.014
O -5.55127 -3.96328 -0.51467 0.219 0.065 0.109
O -3.47096 -5.50522 -0.24404 0.392 0.422 0.056
O -3.98952 -4.78050 -2.46358 0.186 0.250 0.150
N -2.35837 -2.82276 0.50566 -0.049 -0.049 0.226
C -1.97765 -1.43689 1.01812 -0.188 0.262 0.132
H 0.77585 -3.22398 0.78706 0.046 0.098 0.039
H 1.85081 -2.28670 -0.04184 0.257 -0.108 0.150
H 1.00335 -3.54754 -2.08933 -0.131 -0.080 -0.024
H -0.40712 -3.79709 -1.11299 0.012 -0.005 -0.033
H 0.75247 -1.33944 -2.42783 -0.024 0.046 0.017
H -0.91117 -1.83038 -2.42537 0.078 0.085 -0.083
H 0.44276 -0.76107 0.10430 0.023 0.083 -0.017
H -0.00407 0.33768 -1.16429 -0.026 -0.038 -0.070
H -2.45712 -0.26999 -2.11387 0.112 -0.087 0.053
H -3.39778 0.56900 -0.91680 0.010 0.001 -0.087
H -4.53919 -1.36561 -0.15995 -0.038 -0.067 -0.036
H -4.42832 -1.57630 -1.89247 -0.086 0.047 0.064
H -2.35478 -2.91403 -1.60404 0.213 -0.055 0.231
H -3.63596 -5.53517 0.70692 -0.296 -0.334 -0.073
H -4.25014 -4.13645 -3.13523 -0.187 -0.175 -0.080
H -2.96650 -3.21439 1.22674 0.019 -0.050 -0.011
H -1.54305 -3.43667 0.45270 0.051 0.082 -0.134
H -2.83769 -1.09237 1.58995 -0.055 -0.090 -0.061
H -1.15185 -1.55002 1.71899 0.071 -0.105 -0.122
F 1.39539 2.74852 -1.33614 -0.062 0.069 -0.301
C 1.46961 3.92308 -0.66313 0.073 0.401 -0.143
C 2.71036 4.47494 -0.38926 -0.320 0.264 -0.428
C 2.73741 5.68597 0.29061 0.108 -0.054 -0.084
C 1.56226 6.30178 0.69780 0.021 0.031 0.065
C 0.33865 5.71605 0.41506 -0.019 0.021 0.058
C 0.28576 4.51759 -0.28115 -0.002 -0.066 0.002
H 3.61663 3.98031 -0.70931 -0.031 -0.020 -0.003
H 3.69057 6.15170 0.50184 0.014 -0.013 0.018
H 1.60205 7.24147 1.23123 0.006 0.003 -0.001
H -0.57916 6.19224 0.73293 -0.007 0.018 -0.028
H -0.65319 4.04434 -0.53151 -0.002 0.028 -0.035
F 3.46108 -0.80955 0.05073 -0.046 0.016 0.021
C 3.61159 0.23627 0.91485 -0.078 -0.020 -0.094
C 2.78299 1.32696 0.75969 0.239 -0.077 0.422
C 2.92783 2.39200 1.64250 0.248 -0.471 0.458
C 3.89253 2.33136 2.64272 -0.062 0.054 -0.035
C 4.71144 1.21689 2.76341 0.017 0.076 0.044
C 4.57551 0.14691 1.89297 0.059 -0.096 0.013
H 2.06250 1.34327 -0.02961 -0.176 -0.090 -0.173
H 2.30017 3.26073 1.55515 -0.087 -0.071 0.181
H 4.00756 3.15927 3.32921 -0.002 0.007 0.007
H 5.46420 1.17810 3.53925 -0.003 0.003 0.008
H 5.19820 -0.73422 1.96599 0.002 0.008 -0.020
```
Forces are in eV/Å.

Values from the calculation:
Total energy, eV: -53153.4141
Total charge: +1
Kohn-Sham gap, eV: 7.8
Highest occupied orbital energy, hartree: -0.4134

Entry 3:
This record from the OMol25 dataset describes a 2-piece molecular cluster, C5H10NO overall in a non-equilibrium geometry. The level of theory is ωB97M-V/def2-TZVPD.

XYZ file:
```
17
Properties=species:S:1:pos:R:3:forces:R:3
C -0.09402 0.29847 0.43660 -1.220 -2.805 -2.450
C 1.25419 -1.36985 -0.88834 0.309 -3.414 1.426
C 2.30586 -0.53035 -0.24078 3.153 -2.105 -0.374
C -0.16530 1.47672 1.22483 -0.610 1.418 0.761
C -1.85916 -0.22413 -0.54970 2.263 3.130 2.067
N 0.91749 -0.35958 -0.02148 -1.710 2.873 1.584
O -2.68094 0.84512 -0.16677 -0.347 -2.168 0.146
H 0.95575 -1.55300 -1.87363 -0.303 0.940 -1.618
H 1.17926 -2.30945 -0.33332 -0.009 -0.127 -0.357
H 3.03831 -1.16642 0.37812 -1.777 1.386 -0.002
H 2.90806 0.06554 -0.90110 -0.512 1.133 -0.026
H -0.97765 1.38468 1.98787 0.801 -0.051 -0.341
H -0.66650 2.13618 0.49661 0.131 0.358 0.175
H 0.74621 1.97889 1.60602 -0.438 -0.642 -0.183
H -1.36118 0.00841 -1.54753 -1.219 -1.054 1.219
H -2.14710 -1.20086 -0.10400 0.486 0.557 -1.022
H -3.35328 0.51964 0.49659 1.002 0.570 -1.005
```
Forces are in eV/Å.

Values from the calculation:
Total energy, eV: -8873.5866
Total charge: +1
Kohn-Sham gap, eV: 10.4
Highest occupied orbital energy, hartree: -0.5190

Entry 4:
This record from the OMol25 dataset describes an isolated ion of composition C2H8NOS and charge +1 in a non-equilibrium geometry. The level of theory is ωB97M-V/def2-TZVPD.

XYZ file:
```
13
Properties=species:S:1:pos:R:3:forces:R:3
C 1.39633 -0.09492 -0.27276 -1.798 0.782 -0.297
C -0.75900 0.38325 0.75976 -1.241 0.709 -0.902
N -0.01156 0.25143 -0.54914 -0.087 3.943 -0.586
O -2.76091 -0.67347 -0.48720 1.526 0.646 0.727
S -2.57837 0.77364 0.39203 1.885 -0.604 0.217
H 2.01370 0.66511 0.05685 0.517 1.997 1.223
H 1.31457 -0.86697 0.38854 0.453 -2.172 1.733
H 1.81920 -0.35844 -1.14510 1.440 -1.509 -3.083
H -0.69022 -0.56112 1.28145 -0.099 -0.320 -0.085
H -0.16389 1.12882 1.32118 -1.030 -0.039 -0.140
H -0.42250 -0.36896 -1.19326 -0.903 -1.967 -0.455
H -0.14275 1.14543 -1.17840 0.538 -1.384 1.973
H -3.66047 -0.73275 -0.76996 -1.200 -0.082 -0.326
```
Forces are in eV/Å.

Values from the calculation:
Total energy, eV: -16568.1476
Total charge: +1
Kohn-Sham gap, eV: 9.8
SMILES string: C[NH2+]CSO
Highest occupied orbital energy, hartree: -0.4912

Table of ΔE to the lowest compared entry with this formula, charge and spin (kcal/mol), in record order: 65.7; 0.1; 115.2; 48.3